[1]
82
Properties=species:S:1:pos:R:3:forces:R:3:lowdin_charge:R:1 method="wB97M-V/def2-TZVPD" total_energy_ev=-270799.6073 s2=8.769 multiplicity=6 lumo_energy_ev="-2.650 / -3.794" charge=+1
Fe 0.873 -0.988 -0.221 0.08 -0.61 0.73 0.718
C -0.698 -3.829 -3.384 0.04 0.03 -0.08 -0.024
C 0.038 -2.823 -2.734 -0.09 0.07 0.03 -0.138
N -0.109 -2.550 -1.459 0.13 -0.30 0.04 0.030
C -0.958 -3.320 -0.716 0.20 0.28 -0.19 -0.145
C -1.808 -4.271 -1.297 -0.05 0.00 -0.07 -0.145
C -1.643 -4.517 -2.677 -0.08 -0.12 -0.06 0.017
C -2.749 -4.942 -0.477 0.01 -0.05 -0.11 -0.029
C -2.791 -4.657 0.853 0.07 0.11 0.24 -0.054
C -1.865 -3.759 1.446 -0.25 -0.18 0.18 -0.019
C -0.913 -3.126 0.691 0.44 0.34 0.23 -0.214
N 0.120 -2.282 1.133 0.02 -0.08 0.01 -0.033
C 0.883 -2.571 2.268 -0.31 0.08 -0.46 -0.225
C 0.733 -3.624 3.140 -0.03 -0.16 0.15 0.000
C 1.578 -3.778 4.265 -0.17 -0.10 -0.08 -0.054
C 2.591 -2.906 4.529 0.03 0.02 0.07 -0.035
C 2.829 -1.850 3.621 0.14 0.10 -0.04 -0.148
C 3.912 -0.950 3.742 0.00 -0.02 0.08 0.015
C 4.128 0.003 2.788 0.08 0.06 0.00 -0.030
C 3.249 0.078 1.696 -0.17 -0.05 0.03 -0.125
N 2.218 -0.728 1.569 0.01 -0.10 0.00 0.005
C 1.988 -1.697 2.504 0.08 0.33 -0.33 -0.173
H -0.523 -4.022 -4.433 -0.01 0.01 0.03 0.117
H 0.749 -2.219 -3.286 0.04 -0.03 0.01 0.081
H -2.256 -5.272 -3.160 0.04 0.07 0.04 0.129
H -3.419 -5.672 -0.917 0.04 0.06 0.01 0.120
H -3.525 -5.146 1.483 0.07 0.05 0.00 0.114
H -1.905 -3.579 2.513 -0.06 -0.06 -0.05 0.112
H -0.029 -4.365 2.959 0.02 -0.02 0.08 0.099
H 1.409 -4.616 4.931 -0.03 0.03 -0.07 0.114
H 3.226 -3.023 5.398 -0.01 0.00 -0.05 0.118
H 4.575 -1.037 4.596 -0.03 -0.01 -0.05 0.127
H 4.962 0.690 2.852 -0.05 -0.03 0.00 0.113
H 3.389 0.813 0.910 0.00 -0.04 0.02 0.121
C -0.858 0.056 3.049 0.04 -0.11 -0.03 -0.253
As -0.277 0.843 1.371 -0.20 0.14 0.07 1.143
C 0.646 2.373 2.131 0.12 0.03 -0.07 -0.273
C -2.045 1.522 0.889 0.11 0.01 -0.21 -0.341
C -2.230 2.439 -0.330 0.02 0.07 -0.01 -0.674
C -3.708 2.859 -0.302 -0.08 -0.02 0.02 -0.106
C -2.016 1.677 -1.651 0.07 0.05 0.24 -0.323
As -0.415 0.592 -2.010 -0.05 0.23 -0.07 1.144
C 0.879 1.872 -2.679 0.13 -0.07 0.17 -0.278
C -1.066 -0.042 -3.730 0.04 -0.12 0.00 -0.276
C -1.317 3.686 -0.204 -0.14 -0.26 -0.09 -0.372
As -1.934 5.390 -1.018 -0.07 0.08 -0.03 1.132
C -0.886 5.429 -2.670 0.00 -0.09 -0.07 -0.351
C -0.686 6.489 0.012 0.05 0.02 0.05 -0.346
H -1.390 0.826 3.603 -0.05 0.03 0.08 0.041
H -0.010 -0.289 3.634 0.02 -0.01 -0.01 0.033
H -1.522 -0.784 2.852 0.01 0.01 0.00 0.031
H -0.073 2.970 2.686 0.00 0.07 0.06 0.038
H 1.124 2.984 1.370 0.00 0.01 0.01 0.023
H 1.403 1.991 2.815 0.03 0.01 0.03 0.024
H -2.412 2.031 1.781 -0.07 0.08 0.08 0.086
H -2.650 0.619 0.770 -0.07 -0.03 -0.02 0.088
H -4.349 1.978 -0.206 0.02 0.04 -0.01 0.090
H -3.994 3.391 -1.210 0.00 0.01 0.00 0.062
H -3.908 3.523 0.543 0.00 -0.03 -0.02 0.087
H -2.073 2.369 -2.492 -0.04 0.11 -0.06 0.076
H -2.831 0.960 -1.780 -0.07 -0.01 0.02 0.085
H 0.368 2.645 -3.237 -0.10 0.23 -0.13 0.021
H 1.562 1.328 -3.327 0.03 0.01 0.01 0.031
H 1.462 2.307 -1.869 -0.03 0.01 0.00 0.026
H -1.514 0.806 -4.242 -0.05 0.04 -0.09 0.039
H -1.812 -0.822 -3.595 -0.02 0.00 -0.01 0.033
H -0.244 -0.427 -4.329 0.00 0.01 0.00 0.031
H -0.300 3.471 -0.541 0.06 -0.03 -0.02 0.054
H -1.246 3.953 0.852 -0.02 -0.01 0.06 0.055
H -1.292 4.738 -3.408 0.03 -0.01 0.00 0.006
H 0.164 5.205 -2.483 0.03 -0.05 -0.02 0.019
H -0.961 6.436 -3.082 0.01 -0.01 -0.01 0.020
H -1.014 6.541 1.050 0.02 0.01 0.00 0.019
H -0.680 7.499 -0.396 0.00 -0.01 0.01 0.023
H 0.327 6.082 -0.030 -0.03 0.02 0.00 0.025
Cl 3.603 -1.894 -3.931 -0.01 0.03 0.20 0.598
C 4.208 -1.678 -2.256 -0.04 0.06 -0.08 -0.446
C 3.040 -1.423 -1.340 -0.42 0.20 0.28 -0.703
O 2.582 -2.324 -0.605 0.32 0.26 -0.60 -0.012
O 2.487 -0.257 -1.345 0.04 -0.67 -0.03 -0.156
H 4.874 -0.825 -2.265 0.09 0.08 -0.01 0.084
H 4.724 -2.581 -1.964 0.05 -0.13 -0.01 0.085

***

[2]
89
Properties=species:S:1:pos:R:3:forces:R:3:lowdin_charge:R:1 method="wB97M-V/def2-TZVPD" total_energy_ev=-394814.0430 multiplicity=1 lumo_energy_ev=-6.217 charge=+2
W -1.695 0.946 -0.407 -0.34 -0.04 0.31 1.758
N 4.446 -0.038 -1.410 -0.13 -0.07 -0.01 0.044
C 4.878 -1.455 -1.459 -0.03 0.07 0.03 -0.348
C 4.995 -2.050 -0.057 0.05 -0.02 0.03 -0.104
C 3.682 -2.356 0.667 -0.01 -0.01 -0.03 -0.359
N 3.015 -1.123 1.128 0.12 -0.01 0.07 0.060
C 2.720 -3.116 -0.244 0.07 -0.05 -0.02 -0.098
C 2.541 -2.458 -1.603 -0.03 0.08 -0.05 -0.255
N 1.871 -1.114 -1.456 0.20 0.17 0.00 0.193
C 3.882 -2.252 -2.305 -0.05 -0.01 -0.08 -0.093
H 4.958 0.463 -0.692 0.00 0.00 -0.01 0.094
H 2.631 -0.425 -1.209 -0.08 -0.06 -0.03 0.103
H 4.664 0.417 -2.291 -0.02 0.00 0.01 0.090
H 5.862 -1.533 -1.928 0.00 -0.03 -0.01 0.145
H 5.620 -1.401 0.565 -0.01 -0.01 0.02 0.125
H 5.544 -2.990 -0.147 0.00 0.01 0.00 0.133
H 3.934 -3.011 1.507 -0.04 0.01 0.03 0.144
H 3.675 -0.569 1.664 -0.04 0.04 -0.01 0.087
H 2.272 -1.372 1.774 -0.02 -0.02 0.02 0.033
H 1.752 -3.240 0.249 0.02 0.00 0.00 0.085
H 3.107 -4.121 -0.428 -0.01 0.00 0.03 0.141
H 1.880 -3.066 -2.221 0.00 -0.02 0.00 0.152
H 1.168 -1.083 -0.718 0.05 -0.02 0.00 0.103
H 1.439 -0.797 -2.326 0.01 0.00 0.04 0.072
H 3.739 -1.764 -3.274 -0.01 -0.01 0.01 0.120
H 4.297 -3.240 -2.516 0.01 0.00 0.00 0.137
C -2.128 0.378 -4.082 -0.04 0.02 0.02 -0.010
C -1.988 -0.871 -3.274 -0.03 -0.09 -0.10 -0.252
C -2.219 -2.120 -3.911 0.04 0.03 0.01 0.028
C -2.085 -3.294 -3.236 0.00 0.02 0.02 0.016
C -1.681 -3.268 -1.879 -0.01 -0.02 -0.01 -0.170
C -1.453 -4.405 -1.058 0.00 0.02 -0.03 -0.613
Br -1.717 -6.132 -1.750 0.00 -0.02 0.00 0.868
C -1.041 -4.260 0.235 0.00 0.05 0.02 -0.147
C -0.823 -2.973 0.775 -0.01 -0.18 -0.03 -0.602
Br -0.180 -2.837 2.538 0.02 0.04 -0.01 0.917
C -1.048 -1.855 0.022 0.13 0.27 0.12 -0.387
O -0.800 -0.592 0.456 0.14 -0.34 0.01 -0.361
C -1.490 -2.001 -1.313 0.02 -0.02 0.02 -0.156
N -1.664 -0.835 -1.996 0.02 0.01 0.23 0.062
H -3.152 0.753 -4.014 0.01 0.01 0.01 0.108
H -1.925 0.155 -5.127 -0.02 0.01 -0.01 0.096
H -1.458 1.162 -3.747 0.02 -0.04 0.02 0.049
H -2.507 -2.112 -4.953 0.00 -0.01 0.00 0.131
H -2.272 -4.240 -3.724 0.00 0.00 0.00 0.099
H -0.871 -5.127 0.857 0.00 0.00 0.00 0.109
Br 1.807 1.129 -4.121 0.02 -0.02 -0.04 0.875
C 1.661 2.338 -2.682 0.15 0.15 -0.11 -0.567
C 2.495 3.481 -2.659 -0.05 -0.05 0.05 -0.139
C 2.405 4.385 -1.640 -0.10 -0.11 -0.02 -0.616
Br 3.525 5.894 -1.630 0.02 0.01 -0.01 0.862
C 1.447 4.198 -0.602 -0.03 -0.06 -0.07 -0.161
C 1.224 5.081 0.468 0.16 0.13 -0.07 0.019
C 0.239 4.807 1.375 -0.10 -0.02 0.10 0.003
C -0.529 3.651 1.224 0.03 -0.08 -0.02 -0.114
N -0.342 2.774 0.251 -0.25 0.08 0.01 0.014
C 0.630 3.053 -0.663 0.20 0.24 0.13 -0.141
C 0.748 2.105 -1.692 0.11 -0.15 0.00 -0.388
O -0.027 1.033 -1.606 -0.16 -0.02 -0.22 -0.298
H 3.200 3.631 -3.464 0.01 0.02 0.01 0.108
H 1.826 5.977 0.554 -0.01 0.00 0.01 0.100
H 0.027 5.473 2.199 0.02 0.01 -0.01 0.127
H -1.327 3.456 1.920 -0.01 -0.02 -0.01 0.064
C -4.768 -0.538 2.302 -0.04 -0.01 0.01 -0.130
C -3.267 -0.668 2.528 0.04 -0.05 0.02 -0.360
As -2.271 0.967 2.205 0.04 -0.10 -0.12 1.259
C -3.469 2.350 2.863 -0.04 0.05 -0.02 -0.374
C -3.638 2.297 4.378 -0.05 0.00 0.06 -0.130
C -0.659 0.912 3.295 0.06 0.02 0.08 -0.373
C -0.799 0.189 4.633 0.02 0.00 0.01 -0.149
H -5.227 -1.520 2.423 -0.01 0.01 -0.01 0.090
H -5.001 -0.184 1.299 0.01 0.00 -0.01 0.065
H -5.237 0.127 3.026 0.01 0.00 0.01 0.070
H -2.838 -1.423 1.871 0.01 -0.02 0.02 0.044
H -3.038 -0.962 3.552 -0.04 -0.03 0.01 0.073
H -4.409 2.167 2.342 0.00 -0.01 0.00 0.077
H -3.137 3.330 2.532 0.00 0.00 0.02 0.058
H -3.952 1.312 4.725 0.01 0.00 -0.01 0.073
H -4.406 3.008 4.683 0.00 0.00 -0.01 0.091
H -2.720 2.566 4.900 0.01 0.01 -0.01 0.072
H -0.347 1.946 3.446 -0.01 0.01 0.00 0.069
H 0.095 0.433 2.668 -0.02 -0.01 -0.01 0.045
H -1.558 0.636 5.271 -0.01 0.01 0.00 0.063
H 0.148 0.238 5.171 0.01 0.00 -0.01 0.088
H -1.045 -0.863 4.500 0.00 0.01 0.00 0.022
O -2.343 2.319 -1.875 -0.05 0.12 -0.45 -0.203
N -3.200 2.993 -1.228 0.36 0.40 0.13 -0.050
O -3.271 0.329 -0.410 -0.24 -0.19 -0.12 -0.383
O -3.025 2.794 -0.015 -0.05 -0.08 0.05 -0.196

***

[3]
83
Properties=species:S:1:pos:R:3:forces:R:3:lowdin_charge:R:1 method="wB97M-V/def2-TZVPD" total_energy_ev=-141924.5618 multiplicity=1 lumo_energy_ev=4.530 charge=-2
Sc -0.100 -0.957 0.207 -0.09 0.15 -0.06 0.721
C 1.418 1.119 -0.099 0.00 -0.07 0.08 -0.162
C 1.038 1.558 -1.412 -0.03 -0.01 -0.04 -0.168
C 0.053 2.569 -1.232 0.02 0.00 0.00 -0.153
C -0.114 2.739 0.166 -0.01 -0.02 0.02 -0.081
C 0.729 1.887 0.876 -0.06 0.10 -0.01 -0.239
C 1.007 2.035 2.366 -0.04 -0.06 -0.01 -0.543
C 1.350 3.508 2.650 0.02 0.01 -0.01 -0.069
C -0.221 1.654 3.204 -0.06 0.00 0.05 -0.043
C 2.213 1.203 2.801 0.03 0.01 0.03 -0.047
C -0.746 3.432 -2.220 0.01 -0.01 0.01 -0.522
C -1.618 2.596 -3.170 0.00 0.01 -0.01 -0.059
C -1.718 4.355 -1.466 -0.03 0.00 0.01 -0.086
C 0.163 4.385 -3.014 0.01 -0.01 -0.02 -0.063
C 1.933 1.186 -2.606 -0.01 -0.02 0.01 -0.519
C 1.271 1.124 -3.989 0.00 0.01 0.01 -0.069
C 2.563 -0.198 -2.410 0.02 -0.02 -0.02 -0.098
C 3.091 2.203 -2.652 0.02 0.00 -0.01 -0.050
H 2.291 0.517 0.118 0.02 0.02 0.01 0.073
H -0.807 3.423 0.635 0.00 -0.01 -0.02 0.095
H 0.520 4.168 2.388 -0.01 -0.01 0.01 0.068
H 2.219 3.817 2.063 -0.01 0.00 0.00 0.082
H 1.577 3.645 3.713 0.00 0.00 -0.01 0.071
H -1.086 2.250 2.899 0.01 0.02 0.01 0.078
H -0.032 1.836 4.269 0.00 0.02 0.00 0.079
H -0.465 0.599 3.082 0.00 0.18 0.06 0.059
H 3.098 1.483 2.223 0.01 -0.01 -0.01 0.083
H 2.036 0.139 2.675 0.02 -0.03 -0.05 0.065
H 2.426 1.383 3.859 -0.02 -0.02 0.00 0.082
H -2.408 2.088 -2.612 -0.01 0.01 -0.01 0.065
H -1.062 1.821 -3.685 -0.02 0.02 0.00 0.034
H -2.097 3.245 -3.914 0.01 -0.01 0.01 0.078
H -2.434 3.789 -0.866 0.01 0.01 0.00 0.071
H -2.284 4.947 -2.193 0.00 0.00 0.00 0.075
H -1.187 5.042 -0.804 -0.01 0.00 -0.01 0.079
H 0.870 3.866 -3.655 0.01 -0.03 -0.01 0.045
H 0.739 5.006 -2.323 -0.01 -0.01 0.00 0.085
H -0.443 5.043 -3.648 0.01 0.00 0.00 0.072
H 0.471 0.383 -3.997 0.02 0.00 0.00 0.033
H 2.024 0.818 -4.722 0.00 -0.01 0.00 0.079
H 0.864 2.075 -4.324 0.02 0.04 0.01 0.050
H 1.802 -0.980 -2.387 -0.03 -0.01 0.00 0.027
H 3.159 -0.270 -1.502 -0.01 0.01 -0.02 0.050
H 3.222 -0.420 -3.256 0.01 0.00 0.01 0.085
H 2.729 3.221 -2.803 -0.02 0.01 0.00 0.061
H 3.787 1.957 -3.463 -0.01 0.01 0.01 0.074
H 3.640 2.183 -1.707 -0.01 0.00 -0.01 0.084
B -2.959 -2.208 2.022 -0.04 0.01 -0.01 -0.399
N -3.214 -0.873 1.252 0.02 0.04 0.06 -0.057
C -4.375 -0.229 1.119 -0.02 -0.01 -0.07 -0.098
C -4.171 0.920 0.371 0.03 0.01 0.05 -0.060
C -2.807 0.897 0.089 -0.03 -0.02 -0.02 -0.165
N -2.239 -0.183 0.627 -0.01 -0.02 -0.02 -0.023
N -2.364 -3.226 1.011 0.04 0.01 0.04 -0.057
C -2.830 -4.443 0.714 0.00 -0.03 -0.02 -0.100
C -1.976 -5.037 -0.199 0.01 0.01 0.01 -0.058
C -0.988 -4.076 -0.412 -0.01 -0.04 0.00 -0.183
N -1.229 -2.993 0.323 -0.02 -0.01 -0.01 -0.042
H -4.043 -2.628 2.370 0.01 0.00 0.00 0.066
H -2.208 -2.021 2.943 -0.01 0.00 -0.01 0.071
H -5.268 -0.639 1.562 0.01 -0.01 0.00 0.108
H -4.897 1.657 0.074 0.00 0.00 0.01 0.080
H -2.195 1.592 -0.462 -0.01 -0.03 0.01 0.072
H -3.736 -4.801 1.177 0.01 0.02 0.01 0.105
H -2.057 -6.011 -0.649 0.00 0.01 0.00 0.081
H -0.130 -4.103 -1.065 0.00 0.00 0.00 0.080
O 0.566 -1.828 4.223 0.03 -0.02 0.02 0.050
C 0.603 -2.060 3.025 0.01 0.05 -0.04 -0.580
O 0.202 -1.212 2.128 0.07 -0.19 -0.02 -0.207
C 1.130 -3.388 2.535 0.00 -0.01 0.02 -0.140
C 1.023 -4.437 3.449 0.02 -0.04 -0.03 -0.037
C 1.471 -5.711 3.154 -0.01 0.01 0.01 -0.112
C 2.066 -5.940 1.919 0.00 -0.01 0.00 -0.115
C 2.189 -4.909 1.009 0.00 0.01 -0.02 -0.146
C 1.719 -3.614 1.279 -0.01 0.03 0.01 -0.588
S 1.969 -2.419 0.000 0.05 -0.05 0.00 0.650
H 0.572 -4.212 4.406 0.00 0.01 0.00 0.109
H 1.359 -6.514 3.874 0.00 0.00 0.00 0.083
H 2.428 -6.930 1.659 0.00 0.00 0.00 0.088
H 2.644 -5.084 0.041 0.00 -0.01 0.00 0.088
Se -1.382 -1.125 -2.422 0.04 0.03 0.05 0.588
C -0.459 -2.432 -3.310 0.05 -0.03 -0.06 -0.885
N 0.106 -3.252 -3.904 -0.02 0.01 0.02 0.005

***

Question: Which value of charge does entry 3 give?
Answer: -2

***

Question: The highest charge belongs to which entry?
Answer: C31H41AsBr4N6O5W